Entry 1:
ORCA calculation (wB97M-V/def2-TZVPD) on a molecular structure, C5H8HgO5.

```
19
Properties=species:S:1:pos:R:3
C -1.1005 0.3264 -1.3400
H 1.1443 -2.2593 -0.6756
C 2.4610 -0.7318 0.1576
O -0.7322 1.4610 -0.4806
O 0.6059 -0.3776 -1.3704
H -0.3378 1.0547 1.5187
H -1.7315 2.1398 1.1896
O -1.4871 0.6295 -2.4664
C -1.1890 1.2482 0.8499
C -2.0957 0.0337 0.7289
H 0.4104 -1.1783 0.5346
O -1.8629 -0.5090 -0.5600
H 3.2215 -0.9817 -0.6167
O 2.4189 0.6220 0.4661
C 1.0931 -1.2093 -0.3338
Hg 1.4151 1.5170 -0.9090
H -1.8105 -0.7404 1.4521
H -3.1563 0.3060 0.8163
H 2.7331 -1.3509 1.0388
```

The energy above the lowest of the compared OMol25 structures with the same formula, charge and spin comes out at 15.1 kJ/mol. For the HOMO-LUMO gap (spin up / spin down), the calculation gives 5.79 / 8.06 eV. The multiplicity is 2. Its energy is -19723.980 eV. Its net charge is -1.

These are the natural (NBO) partial charges, in e, on atoms 1 to 4: 1.010 0.150 -0.084 -0.638

Entry 2:
ORCA calculation (wB97M-V/def2-TZVPD) on a gas-phase ion, C5H8IN2 (charge +1).

```
16
Properties=species:S:1:pos:R:3
H 0.1948 2.0589 -1.3103
H 1.3120 -2.2243 1.4953
H 1.4407 0.6290 -0.3971
N -0.9530 -1.2288 0.4772
C -3.4883 -0.4482 0.0662
H -0.8760 1.8722 0.2143
C 0.3019 -0.7434 0.2688
C 1.4807 -1.5480 0.7251
C -2.0820 -0.6383 0.0541
H 1.6388 -2.1227 -0.2207
I -5.1950 0.2866 -0.5652
H 2.3737 -0.8531 0.6771
H -1.2907 0.8612 -1.1524
C -0.4894 1.4729 -0.6679
N 0.4641 0.5031 -0.2042
H -1.0708 -2.0329 1.1672
```

As for the SMILES: C/[NH+]=C(/C)NC#CI. The energy above the lowest of the compared OMol25 structures with the same formula, charge and spin comes out at 377.4 kJ/mol. For the HOMO-LUMO gap, the calculation gives 8.22 eV. Its energy is -16384.515 eV. Its net charge is +1.

These are the natural (NBO) partial charges, in e, on atoms 1 to 4: 0.240 0.266 0.414 -0.594

Entry 3:
ORCA calculation (wB97M-V/def2-TZVPD) on a molecular structure, C5H8IN2O2S.

```
19
Properties=species:S:1:pos:R:3
C 1.3704 -0.2230 -2.7099
S -2.6375 1.0264 0.5165
H 2.0926 0.0193 -3.4721
H 1.7278 1.3100 1.2022
H 0.3988 0.2017 -2.9465
C -1.6638 2.2623 0.8582
N 0.2905 -0.3631 1.5416
H 0.1246 -0.2596 2.5251
C 1.1771 -0.0477 -0.4697
C -0.3896 -1.1497 0.7010
I -1.1979 2.7389 2.8780
O 0.1016 -0.9817 -0.5043
N -1.4306 -2.0136 0.8849
C 1.1765 0.3839 0.8336
O 1.8711 0.3287 -1.5103
H -1.2067 -2.7800 0.3049
H -1.4219 2.9787 0.1770
H 1.3489 -1.2710 -2.6580
H -1.7318 -2.1607 1.8478
```

The energy above the lowest of the compared OMol25 structures with the same formula, charge and spin comes out at 33.6 kJ/mol. For the HOMO-LUMO gap, the calculation gives 8.15 eV. Its energy is -31317.184 eV. Its net charge is +1.

These are the natural (NBO) partial charges, in e, on atoms 1 to 4: -0.266 0.127 0.226 0.282

Entry 4:
ORCA calculation (wB97M-V/def2-TZVPD) on a molecular structure, C5H8IN3.

```
17
Properties=species:S:1:pos:R:3
C -0.9410 0.7504 0.2503
N -0.7580 -0.5341 0.5028
H 3.1019 0.5440 -0.7982
H -1.9564 1.9147 1.7093
H 2.5684 -1.0199 -1.4355
H -2.4135 2.2718 0.0395
H -0.8325 -3.1957 2.2188
N -0.8475 -3.3954 1.2221
C 2.3098 0.0340 -1.3444
H -2.9776 0.7822 0.8273
C -2.1475 1.4749 0.7300
I 0.7845 -2.9091 0.4268
N 0.3994 -0.8630 -0.0414
C 1.0067 0.1743 -0.6495
H 0.2980 2.2495 -0.8370
H 2.2507 0.4724 -2.3401
C 0.1547 1.2491 -0.4810
```

The energy above the lowest of the compared OMol25 structures with the same formula, charge and spin comes out at 307.4 kJ/mol. For the HOMO-LUMO gap, the calculation gives 8.24 eV. Its energy is -17881.464 eV.

These are the natural (NBO) partial charges, in e, on atoms 1 to 4: 0.140 -0.312 0.227 0.219

Entry 5:
ORCA calculation (wB97M-V/def2-TZVPD) on 2 unconnected molecules or ions with the total composition C5H8INS.

```
16
Properties=species:S:1:pos:R:3
C -2.5625 -1.7795 -2.1348
S -0.9671 -1.2709 1.8402
C 1.7555 -0.3121 0.0497
H -1.6903 -2.3976 -2.2711
C 1.0470 0.4544 1.1441
H 2.6001 0.2539 -0.5196
C 1.3739 1.8685 1.3693
H -3.5547 -2.0799 -2.0080
H 2.0567 -1.2546 0.4383
H 0.5858 2.5528 0.8431
I -3.2192 1.1822 -1.3497
N 0.0233 -0.0940 1.6881
C -2.2348 -0.5572 -1.8436
H 2.3553 2.0888 0.9640
H 1.0362 -0.6467 -0.6973
H 1.3948 1.9921 2.4872
```

The energy above the lowest of the compared OMol25 structures with the same formula, charge and spin comes out at 553.6 kJ/mol. For the HOMO-LUMO gap (spin up / spin down), the calculation gives 3.51 / 3.24 eV. Its energy is -25733.542 eV.

These are the natural (NBO) partial charges, in e, on atoms 1 to 4: -0.581 0.322 -0.676 0.239

Entry 6:
ORCA calculation (wB97M-V/def2-TZVPD) on a molecular structure, C5H8IrO8S.

```
23
Properties=species:S:1:pos:R:3
H 0.5550 1.1822 4.6496
O -1.4373 1.2456 -0.7470
O 2.7078 -2.3605 -0.7833
O 0.7799 -1.6156 0.2463
H 3.0732 -2.4070 0.1903
O -1.9258 0.0586 3.7969
C 0.8797 -1.3756 -2.1138
H 1.6843 -1.0988 -2.8285
H -0.2344 0.5397 -3.6040
C -0.8894 0.2299 -2.7983
H -1.5507 -0.4988 -3.4822
H 0.0570 2.6151 3.7135
H 0.5265 -2.3449 -2.5509
C 1.4804 -1.7689 -0.8068
H 1.2394 1.4641 3.0580
C 0.3349 1.5368 3.6778
Ir -0.5217 -0.0673 0.2248
O -2.1344 2.2231 -2.6844
C -1.5693 1.3503 -2.0798
S -0.9757 0.6500 2.8666
O -0.3250 -0.6065 -1.7862
O -1.5131 1.5478 1.7736
O -0.2415 -0.4992 2.0677
```

For the HOMO-LUMO gap (spin up / spin down), the calculation gives 8.30 / 7.85 eV. The multiplicity is 5. Its energy is -35355.629 eV. Its net charge is +1.

These are the natural (NBO) partial charges, in e, on atoms 1 to 4: 0.274 -0.665 -0.612 -0.628

Q: Among the records above, which one has the highest energy?
A: C5H8IN2